*w*
ORCA calculation (wB97M-V/def2-TZVPD) on 2 unconnected molecules or ions with the total composition C4H8NOP.

XYZ file:
```
15
Properties=species:S:1:pos:R:3:lowdin_spin:R:1
C 0.2720 -0.1188 0.5993 0.67
C -1.3220 -1.5236 0.3570 0.07
C 0.0079 -2.3368 0.4756 0.05
C 0.4975 2.5380 -1.2414 0.08
N -0.9779 -0.0432 0.5006 0.08
O 0.9928 -1.2300 0.5692 0.10
P 1.7780 2.0908 0.1155 0.85
H -1.6897 -1.6083 -0.7158 0.00
H -2.1126 -1.8970 0.9718 0.00
H 0.0198 -2.9377 1.5394 0.00
H 0.2804 -3.1329 -0.2745 0.00
H -0.4470 2.3823 -0.6915 0.01
H 0.8003 1.6007 -1.8602 0.01
H 0.8643 3.5382 -1.5665 0.02
H 1.0362 2.6784 1.2215 0.04
```

Output
- Kohn-Sham gap (alpha / beta): 0.2858 / 0.2641 hartree
- 2S+1: 3

---

*x*
ORCA calculation (wB97M-V/def2-TZVPD) on a single C4H8NOP molecule.

XYZ file:
```
15
Properties=species:S:1:pos:R:3:lowdin_spin:R:1
C -1.3122 1.6859 0.2714 0.09
C -0.6483 0.3880 0.2598 0.55
C 1.7291 0.8892 -0.3571 0.01
C 0.7418 -0.0747 0.1931 0.08
N -1.7727 -0.8501 0.2242 0.64
O -0.9115 2.6220 0.8711 0.19
P -1.1122 -2.3804 0.3818 0.30
H -2.4439 1.6733 -0.1310 0.00
H 2.8037 0.5327 -0.1169 0.00
H 1.6172 0.8268 -1.4839 0.00
H 1.4679 1.8823 -0.0524 0.00
H 1.1291 -0.5217 1.1671 0.03
H 0.7278 -1.0395 -0.4687 0.02
H 0.0425 -2.4390 -0.4119 0.04
H -2.0585 -3.1949 -0.3465 0.04
```

Output
- Kohn-Sham gap (alpha / beta): 0.3159 / 0.2750 hartree
- 2S+1: 3

---

What should be chosen as the least stable of them? Choose *w*.

---

*w*
ORCA calculation (wB97M-V/def2-TZVPD) on 3 unconnected molecules or ions with the total composition C3H11NO2.

XYZ file:
```
17
Properties=species:S:1:pos:R:3:lowdin_spin:R:1
C -0.9616 1.9316 2.7434 0.35
C -0.7440 1.0345 1.7861 0.08
N -0.5994 -0.2986 2.0487 0.42
C 0.3878 -0.8517 1.2299 0.05
H -0.7991 1.7676 3.7700 0.02
H -1.1482 2.9251 2.5875 0.02
H -0.8532 1.1684 0.7261 0.00
H -0.8475 -0.6560 3.0244 0.00
H 0.0889 -1.8183 0.7466 0.02
H 0.6909 -0.2551 0.3893 0.00
H 1.4237 -1.1201 1.6823 0.04
H 2.3975 1.2217 -1.4750 0.00
H 3.4961 0.4648 -0.5939 0.00
O 2.5864 0.6423 -0.5707 0.00
H -1.1481 -1.9433 -6.4674 0.00
H -1.7883 -1.2087 -5.3204 0.00
O -1.2627 -2.0351 -5.4252 0.00
```

Output
- Net charge: +1
- Kohn-Sham gap (alpha / beta): 0.3644 / 0.2117 hartree
- 2S+1: 2

---

*x*
ORCA calculation (wB97M-V/def2-TZVPD) on 3 unconnected molecules or ions with the total composition C3H11NO2.

XYZ file:
```
17
Properties=species:S:1:pos:R:3:lowdin_spin:R:1
C -2.7826 -1.1115 0.0583 0.04
C -1.3827 -0.4773 -0.0569 0.09
C -1.7469 1.2892 1.5393 0.09
N -1.4831 0.9226 0.3926 0.66
H -2.9398 -2.1188 -0.3178 0.01
H -3.0415 -1.1537 1.1215 0.00
H -3.5526 -0.4702 -0.3739 0.00
H -1.0327 -0.6011 -1.0786 0.01
H -0.7338 -0.9708 0.6616 0.01
H -2.2767 0.6141 2.2230 0.05
H -1.6491 2.3139 1.9017 0.03
H 4.9038 2.4463 -0.5323 0.00
H 4.3729 0.9948 -0.8468 0.00
O 4.4479 1.8943 -1.1721 0.00
H 3.6629 -1.3856 -0.7924 0.00
H 2.3165 -1.3321 -1.6507 0.00
O 2.9175 -0.8542 -1.0765 0.00
```

Output
- Net charge: +1
- Kohn-Sham gap (alpha / beta): 0.2898 / 0.1637 hartree
- 2S+1: 2

---

What should be chosen as the least stable of them? Choose *x*.

---

*w*
ORCA calculation (wB97M-V/def2-TZVPD) on a single C21H21ClN2O3 molecule.

XYZ file:
```
48
Properties=species:S:1:pos:R:3:mulliken_charge:R:1
Cl -1.6851 1.7923 2.4986 -0.41
C 2.4652 1.1017 -2.2850 -0.92
O 1.4868 0.0421 -2.2779 -0.41
C 0.3951 0.1694 -3.0688 0.81
C 0.3333 0.9132 -4.2725 -0.81
C -0.8442 0.9323 -5.0133 -0.88
C -1.9645 0.2351 -4.5644 -0.65
C -1.8719 -0.5739 -3.4143 0.51
O -2.8105 -1.4413 -2.9860 -0.32
C -3.9844 -1.6498 -3.7837 -0.95
C -0.7154 -0.5556 -2.6376 0.40
N -0.6637 -1.3886 -1.4623 0.64
C -0.4232 -1.0217 -0.1805 0.23
C -0.2170 0.3562 0.2207 0.69
C -0.1283 0.6742 1.6871 -0.10
C 0.8687 1.5168 2.1152 -0.81
C 1.2970 1.6161 3.4796 1.07
C 2.6021 2.0774 3.8010 -0.50
C 3.0315 2.1283 5.1254 -0.44
C 2.1788 1.7338 6.1733 -0.38
C 0.8822 1.2975 5.8656 -0.74
C 0.4648 1.2179 4.5467 -0.18
O -0.2010 1.2670 -0.6215 -0.68
N -0.3647 -2.1616 0.5449 0.07
C -0.0954 -2.3204 1.9585 -0.92
C -0.5861 -3.2425 -0.2827 -0.74
C -0.7644 -2.7783 -1.5308 -0.37
H 3.2345 0.7933 -1.5599 0.26
H 2.8885 1.1913 -3.2948 0.37
H 2.0012 2.0757 -2.0019 0.36
H 1.2215 1.4654 -4.5912 0.23
H -0.8903 1.5631 -5.9084 0.36
H -2.8688 0.2216 -5.1764 0.36
H -4.5284 -2.4015 -3.2097 0.26
H -4.5648 -0.7211 -3.8744 0.34
H -3.6977 -2.0356 -4.7765 0.40
H -0.6668 -0.0973 2.3047 -0.01
H 1.4620 2.0331 1.3546 0.36
H 3.2629 2.3861 2.9719 0.30
H 4.0394 2.5023 5.3566 0.33
H 2.4981 1.8219 7.2050 0.36
H 0.1746 1.0332 6.6631 0.34
H -0.5747 0.9468 4.3032 0.16
H 0.0521 -3.3982 2.1271 0.31
H 0.8017 -1.7675 2.2734 0.37
H -0.9657 -2.0042 2.5495 0.37
H -0.5995 -4.2429 0.0981 0.43
H -0.9654 -3.3032 -2.4494 0.52
```

Output
- Kohn-Sham gap: 0.1778 hartree

---

*x*
ORCA calculation (wB97M-V/def2-TZVPD) on a single C21H21ClN2O3 molecule.

XYZ file:
```
48
Properties=species:S:1:pos:R:3:mulliken_charge:R:1
C 1.7267 2.1392 -0.9739 -1.09
C 1.7567 2.0499 0.5473 -0.38
C 0.7614 2.9877 1.2338 -0.54
C -0.7051 2.6267 0.9728 -1.51
N -1.0163 1.2758 1.4131 0.14
C -1.1366 0.3197 0.4165 1.56
O -1.1621 0.6900 -0.7607 -0.89
C -1.2079 -1.0619 0.8278 -0.21
C -1.1469 -2.1613 -0.1624 0.39
O -1.0925 -3.3486 0.1997 -0.90
N -1.1476 -1.8188 -1.4527 -0.20
C -0.8080 -2.7474 -2.5045 -1.16
C 0.2694 -2.1695 -3.3814 0.23
C 0.0484 -1.9797 -4.7398 -0.68
C 1.0162 -1.4225 -5.5559 -0.66
C 2.2301 -1.0321 -5.0177 -0.47
C 2.4741 -1.2089 -3.6680 -0.61
C 1.5009 -1.7755 -2.8609 0.98
Cl 1.8543 -1.9966 -1.1804 -0.18
C -1.2359 -1.3999 2.1692 0.80
O -1.2567 -2.6470 2.5928 -0.66
C -1.2449 -0.3589 3.1632 0.49
C -1.3553 -0.6755 4.5221 -0.66
C -1.3520 0.3143 5.4732 -0.72
C -1.2391 1.6424 5.0711 -0.78
C -1.1215 1.9745 3.7405 -0.83
C -1.1198 0.9815 2.7500 0.44
H 2.5175 1.5251 -1.3981 0.26
H 1.8755 3.1663 -1.3008 0.36
H 0.7794 1.7801 -1.3660 0.25
H 2.7588 2.3048 0.9010 0.46
H 1.5571 1.0197 0.8526 0.15
H 0.9550 2.9696 2.3088 0.40
H 0.9221 4.0079 0.8791 0.49
H -1.3719 3.3395 1.4626 0.41
H -0.9072 2.6543 -0.0989 0.55
H -1.1648 -0.8190 -1.6578 0.39
H -0.4710 -3.6723 -2.0215 0.43
H -1.6949 -2.9728 -3.1070 0.39
H -0.9009 -2.2780 -5.1598 0.35
H 0.8206 -1.2886 -6.6088 0.38
H 2.9891 -0.5908 -5.6454 0.38
H 3.4172 -0.9132 -3.2355 0.44
H -1.1994 -3.2287 1.7612 0.40
H -1.4450 -1.7158 4.7922 0.48
H -1.4387 0.0699 6.5203 0.41
H -1.2443 2.4286 5.8115 0.41
H -1.0442 3.0155 3.4756 0.29
```

Output
- Kohn-Sham gap: 0.3221 hartree
- SMILES string: CCCCn1c(=O)c(C(=O)NCc2ccccc2Cl)c(O)c2ccccc21

---

What should be chosen as the least stable of them? Choose *w*.

---

*w*
ORCA calculation (wB97M-V/def2-TZVPD) on a single C4H5NOS2 molecule.

XYZ file:
```
13
Properties=species:S:1:pos:R:3:mulliken_charge:R:1
C -0.0561 0.7487 -1.0609 -1.08
C -0.4193 -0.5536 -0.4569 0.46
S -1.2833 -1.8167 -1.4018 -0.15
C -1.7327 -2.6940 0.1686 0.21
S -2.7603 -3.9526 0.3795 -0.37
N -1.1176 -2.1387 1.1711 -0.09
C -0.4415 -0.9515 0.9097 0.02
O 0.1989 -0.4249 1.9751 -0.51
H 0.4505 0.5938 -2.0061 0.29
H 0.4837 1.3462 -0.4120 0.38
H -1.1443 1.1483 -1.1972 0.26
H -1.0515 -2.8089 1.9199 0.26
H 0.9968 -0.0024 1.7331 0.33
```

Output
- Kohn-Sham gap: 0.2902 hartree
- SMILES string: Cc1sc(=S)[nH]c1O

---

*x*
ORCA calculation (wB97M-V/def2-TZVPD) on a single C4H5NOS2 molecule.

XYZ file:
```
13
Properties=species:S:1:pos:R:3:mulliken_charge:R:1
S -1.5073 -1.7136 -2.2336 -0.21
N -0.6364 -0.2121 -2.0349 -0.45
C 0.0281 -0.1375 -0.8762 0.77
C -0.0656 -0.9977 0.3752 -0.28
C 0.6256 -0.5949 1.4103 -0.21
O 1.4173 0.5154 1.6376 -0.33
C 0.8824 1.5741 0.9766 -0.48
S 0.7639 1.4473 -0.9223 -0.10
H -1.9435 -1.2203 -3.5049 0.19
H -0.8128 -1.9073 0.4974 0.17
H 0.3086 -1.1595 2.3615 0.28
H 1.1745 2.6930 1.0181 0.31
H -0.2347 1.7132 1.2951 0.35
```

Output
- Kohn-Sham gap: 0.3072 hartree
- SMILES string: S/N=C1\C=COCS1

---

*y*
ORCA calculation (wB97M-V/def2-TZVPD) on a single C4H5NOS2 molecule.

XYZ file:
```
13
Properties=species:S:1:pos:R:3:mulliken_charge:R:1
C 0.9131 1.6983 -0.0092 -0.95
C 0.0914 0.6734 0.2490 0.50
S -1.5900 1.0105 0.6622 -0.04
C -2.4616 -0.3214 -0.0386 -0.13
S -4.0799 -0.4249 -0.0106 -0.21
C 0.6118 -0.7328 0.4080 0.46
N 1.7325 -1.0393 -0.3178 -0.45
O 0.0687 -1.5341 1.1196 -0.55
H 0.5594 2.7094 -0.0886 0.30
H 1.9413 1.5095 -0.1447 0.36
H -1.8425 -1.0752 -0.4890 0.27
H 1.9800 -0.4782 -1.1069 0.20
H 2.0758 -1.9952 -0.2333 0.24
```

Output
- Kohn-Sham gap: 0.3138 hartree
- SMILES string: C=C(SC=S)C(N)=O

---

What should be chosen as the least stable of them? Choose *x*.